# 1
ORCA calculation (ωB97M-V/def2-TZVPD) on a structure of composition C22H14F5N2O2Pd at a distorted geometry.

Results
HOMO level (spin up / spin down): -3.9 / -3.9 eV
HOMO-LUMO gap (spin up / spin down): 0.2390 / 0.2391 hartree
Max |F|: 0.032 Eh/bohr
Total energy: -47183.355 eV
ΔE to the lowest compared entry with this formula, charge and spin: 0.949 eV
2S+1: 1
LUMO level (spin up / spin down): 2.58 / 2.58 eV
Charge: -1

The geometry in XYZ format:
```
46
Properties=species:S:1:pos:R:3:forces:R:3
Pd -0.0923 -0.3280 0.1905 0.16 -1.49 0.66
O -2.0804 -0.3629 0.9026 0.43 -0.05 -0.82
C -2.5652 0.6039 1.5865 0.22 0.10 0.28
C -3.9709 0.8356 1.5313 -0.16 -0.20 0.15
C -4.5933 1.7763 2.3088 0.23 -0.01 -0.02
C -3.8485 2.6022 3.1669 -0.15 0.11 0.11
C -2.4855 2.4563 3.2017 0.08 -0.04 -0.01
C -1.8113 1.4783 2.4474 -0.41 0.20 -0.46
C -0.3843 1.4177 2.5642 0.06 -0.26 0.21
N 0.3507 0.4777 2.1006 0.27 0.59 -0.79
C 1.7899 0.5173 2.3191 0.19 -0.21 0.14
C 2.4777 -0.4604 1.3593 0.09 0.03 0.19
N 2.0122 -0.2002 0.0088 -1.02 0.36 0.43
C 2.6856 0.6059 -0.7279 -0.08 0.05 -0.50
C 2.2196 1.2579 -1.9212 -0.08 -0.08 0.08
C 3.1441 1.5799 -2.9304 0.03 0.04 -0.04
C 2.7901 2.3078 -4.0384 0.27 -0.08 -0.04
C 1.4637 2.7693 -4.1475 -0.20 -0.06 0.18
C 0.5380 2.4931 -3.1800 0.12 0.13 -0.32
C 0.8538 1.7249 -2.0089 -0.29 0.18 0.53
O -0.0025 1.5790 -1.0923 0.20 0.85 -0.80
H -4.5353 0.2023 0.8583 0.02 -0.01 0.01
H -5.6703 1.8884 2.2574 0.00 0.02 -0.05
H -4.3420 3.3428 3.7831 0.02 0.01 -0.02
H -1.8993 3.0979 3.8534 0.04 0.00 -0.04
H 0.0892 2.2423 3.1107 -0.04 -0.14 0.27
H 2.1919 1.5269 2.1714 -0.05 0.00 -0.05
H 2.0175 0.2033 3.3440 -0.01 0.07 0.02
H 3.5664 -0.3446 1.4486 -0.01 -0.01 -0.07
H 2.1992 -1.4782 1.6341 0.03 -0.02 -0.03
H 3.6994 0.8707 -0.3968 0.08 -0.28 -0.05
H 4.1588 1.2019 -2.8366 0.03 0.09 0.03
H 3.5180 2.5261 -4.8093 -0.02 -0.01 -0.01
H 1.1760 3.3627 -5.0091 -0.01 -0.02 -0.01
H -0.4797 2.8566 -3.2503 0.00 -0.01 -0.01
F -0.3526 -0.8832 -3.4809 -0.04 -0.02 -0.06
C -0.4618 -1.9638 -2.6784 0.14 0.72 0.15
C -0.3553 -1.8163 -1.3113 -0.09 -0.66 1.30
C -0.4567 -3.0288 -0.6144 0.10 0.21 -0.30
F -0.2959 -3.0813 0.7327 -0.09 -0.02 -0.06
C -0.6831 -4.2580 -1.2055 -0.02 0.07 -0.01
F -0.7871 -5.3830 -0.4746 0.02 -0.04 0.01
C -0.7928 -4.3302 -2.5795 0.03 -0.01 0.01
F -1.0031 -5.5095 -3.1857 0.00 -0.06 -0.04
C -0.6627 -3.1755 -3.3191 -0.03 -0.03 -0.11
F -0.7324 -3.2471 -4.6607 -0.04 0.03 -0.03
```
Forces are in eV/Å.



# 2
ORCA calculation (ωB97M-V/def2-TZVPD) on the ion C3H2IO2S with charge -1 at a distorted geometry.

Results
HOMO level: -3.7 eV
HOMO-LUMO gap: 0.2397 hartree
Max |F|: 0.060 Eh/bohr
Total energy: -26173.080 eV
ΔE to the lowest compared entry with this formula, charge and spin: 0.202 eV
2S+1: 1
LUMO level: 2.84 eV
Charge: -1

The geometry in XYZ format:
```
9
Properties=species:S:1:pos:R:3:forces:R:3
C 1.7149 -0.4183 -1.2767 0.89 -0.38 0.55
C 0.6249 -0.2368 -0.8003 -1.71 0.75 -0.27
C -0.7249 0.2037 -0.4427 2.86 -0.13 1.18
O -1.4228 -1.1537 1.8198 0.83 1.41 -0.16
O 0.4334 0.4684 2.3048 -0.12 -0.30 -0.57
S -0.8954 0.2569 1.7068 -0.98 -0.84 0.05
I -1.0691 2.0494 -1.4294 -0.44 -0.12 0.11
H 2.7648 -0.5907 -1.3556 -0.16 0.00 -0.24
H -1.4257 -0.5789 -0.5267 -1.18 -0.40 -0.65
```
Forces are in eV/Å.



# 3
ORCA calculation (ωB97M-V/def2-TZVPD) on the molecule C7H10O2.

Results
HOMO level: -8.7 eV
HOMO-LUMO gap: 0.3583 hartree
Max |F|: 0.017 Eh/bohr
SMILES: CC1=C[C@H]2O[C@@H]2[C@@H](C)O1
Total energy: -11512.436 eV
ΔE to the lowest compared entry with this formula, charge and spin: 3.420 eV
2S+1: 1
LUMO level: 1.00 eV
Charge: 0

The geometry in XYZ format:
```
19
Properties=species:S:1:pos:R:3:forces:R:3
C -0.2265 -1.6806 -1.8708 0.35 -0.43 0.20
C -0.0579 -1.2636 -0.4157 -0.64 0.07 -0.34
C 0.5320 1.0367 0.4636 0.18 0.04 0.09
C 1.4819 2.1460 0.1187 0.13 -0.39 -0.52
C -0.3583 1.0605 1.4841 -0.22 0.12 0.30
C -0.9330 -0.3131 1.6109 0.02 0.05 -0.32
C -1.3025 -0.7391 0.2620 -0.09 0.30 -0.32
H -0.8274 -0.9602 -2.4200 -0.03 0.14 0.05
H -0.7309 -2.6541 -1.9211 0.06 0.19 0.09
H 0.7410 -1.7866 -2.3787 -0.18 0.09 0.19
H 0.4761 -1.9945 0.1870 0.02 -0.16 -0.09
H 1.2650 2.4935 -0.8959 -0.02 -0.02 0.04
H 1.3634 2.9845 0.7896 0.07 0.10 0.26
H 2.5294 1.7920 0.0931 -0.51 0.14 0.23
H -0.4582 1.8894 2.2078 0.25 -0.51 -0.66
H -0.2865 -1.0079 2.1276 0.11 -0.07 0.21
H -1.7684 0.0388 -0.3558 0.33 -0.17 0.03
O 0.7412 -0.0219 -0.4245 -0.12 0.44 0.39
O -2.1805 -1.0198 1.3382 0.29 0.07 0.18
```
Forces are in eV/Å.



# 4
ORCA calculation (ωB97M-V/def2-TZVPD) on a cluster of 6 separate species, C26H62N6O10P in total at a distorted geometry.

Results
HOMO level: -10.1 eV
HOMO-LUMO gap: 0.1469 hartree
Max |F|: 0.107 Eh/bohr
Total energy: -66660.263 eV
2S+1: 1
LUMO level: -6.10 eV
Charge: +1

The geometry in XYZ format:
```
105
Properties=species:S:1:pos:R:3:forces:R:3
O -0.8496 2.9103 4.9347 3.51 3.62 2.02
C 0.0169 3.6311 5.4709 -1.42 -3.25 -0.57
O 1.1158 3.0310 6.1683 -1.94 2.95 -1.47
C 0.0325 5.2273 5.3990 0.57 3.20 -0.37
C 1.1835 5.8893 4.5887 -2.58 2.29 1.62
C 1.2646 7.4274 4.4972 -1.73 -2.63 1.40
N 0.2798 8.2503 5.1828 -0.81 -3.64 0.41
C -0.8285 7.6800 5.9394 1.46 -2.88 -0.97
C -1.0161 6.1485 6.0769 3.05 2.35 -1.78
P -2.4875 5.4767 7.0451 -3.25 -4.11 1.68
O -2.4269 3.9803 7.3432 1.10 4.07 -0.96
O -2.7841 6.3231 8.5064 0.11 -0.02 -4.30
O -3.8677 5.7134 6.0338 3.27 -0.01 1.13
H 1.7511 3.7666 6.3615 -0.41 -0.98 0.09
H 1.9419 5.2207 4.0569 -1.06 1.21 0.82
H 2.1172 7.9126 3.9117 -1.58 -0.49 1.05
H 0.3037 9.2852 5.1396 0.27 -0.94 -0.13
H -1.5739 8.3825 6.4544 1.48 -0.95 -1.02
H -3.4351 7.0298 8.2619 0.43 -0.52 0.67
H -3.7276 5.0178 5.3340 -0.46 0.68 0.79
C -1.9183 1.7233 -0.6957 -0.09 0.12 -0.23
C -1.5061 2.2761 0.6653 -0.02 -0.46 -0.05
C -0.0444 1.9597 1.0427 -0.08 0.00 0.23
O 0.1776 0.6186 1.4638 0.18 0.47 -0.23
C 0.3089 -0.3169 0.4033 -0.05 -0.27 0.21
N -2.4437 1.7842 1.6830 0.29 0.14 0.19
H -2.1120 0.6496 -0.6733 0.07 0.06 0.04
H -2.8411 2.2026 -1.0351 0.09 -0.05 0.10
H -1.1482 1.9161 -1.4484 -0.04 -0.05 0.03
H -1.6000 3.3669 0.6120 0.08 0.00 0.10
H 0.2220 2.5842 1.9035 -0.04 -0.10 0.08
H 0.6486 2.2324 0.2367 -0.05 -0.10 -0.14
H 0.8065 0.1171 -0.4694 -0.10 0.04 0.00
H -0.6696 -0.7122 0.1276 0.05 0.00 -0.24
H 0.9115 -1.1536 0.7633 -0.01 0.13 0.06
H -2.2255 2.2323 2.5717 -0.10 -0.03 -0.05
H -2.2232 0.8017 1.8489 -0.14 0.11 -0.09
C -4.7437 -2.5515 -4.9145 -0.26 -0.07 -0.13
C -4.1798 -2.8815 -3.5351 0.23 0.23 -0.29
C -3.7080 -1.6422 -2.7475 0.14 -0.22 0.21
O -2.4626 -1.1079 -3.1847 -0.39 0.11 0.18
C -2.5505 -0.2768 -4.3317 0.10 0.02 -0.08
N -3.1009 -3.8662 -3.6853 0.14 0.06 0.31
H -3.9644 -2.3309 -5.6462 0.02 0.01 0.13
H -5.3104 -3.4020 -5.3043 0.10 0.06 0.08
H -5.4216 -1.6944 -4.8678 0.05 -0.04 -0.01
H -4.9885 -3.3447 -2.9594 0.11 0.04 0.09
H -3.5464 -1.9472 -1.7077 0.09 -0.01 -0.07
H -4.4780 -0.8613 -2.7243 -0.01 0.03 -0.17
H -3.4799 0.3018 -4.3519 -0.07 -0.09 0.09
H -2.4531 -0.8765 -5.2355 -0.07 0.22 -0.06
H -1.7110 0.4205 -4.3092 -0.06 -0.11 0.02
H -2.7942 -4.1575 -2.7579 -0.10 -0.06 -0.05
H -2.2908 -3.3722 -4.0623 -0.15 -0.07 -0.06
C 1.1983 -0.1989 -4.0121 -0.10 0.12 0.28
C 1.0312 -1.5716 -4.6588 0.19 0.26 -0.26
C 2.3498 -2.1671 -5.1942 -0.18 -0.21 -0.14
O 2.8029 -1.5915 -6.4154 0.09 -0.06 0.48
C 3.4870 -0.3582 -6.2662 -0.06 -0.06 -0.36
N 0.0136 -1.4801 -5.7146 0.27 -0.29 -0.14
H 1.3109 0.6016 -4.7457 0.03 -0.11 -0.03
H 0.3169 0.0453 -3.4113 0.06 -0.09 -0.07
H 2.0680 -0.1798 -3.3486 -0.02 0.00 -0.06
H 0.6590 -2.2495 -3.8827 0.03 -0.06 -0.09
H 2.1734 -3.2246 -5.4176 0.00 0.10 -0.09
H 3.1421 -2.1394 -4.4360 0.01 0.16 0.02
H 4.0753 -0.3227 -5.3441 -0.09 0.00 0.03
H 2.7787 0.4711 -6.2998 0.10 0.15 0.16
H 4.1667 -0.2440 -7.1134 -0.05 -0.11 0.05
H -0.1660 -2.4158 -6.0755 -0.06 0.07 0.07
H 0.4397 -0.9954 -6.5054 -0.09 0.00 0.13
C 5.2811 1.2438 1.6377 0.11 -0.23 -0.14
C 5.9519 2.1694 2.6493 -0.46 0.07 -0.11
C 5.2463 2.2006 4.0211 0.42 0.14 0.07
O 4.0404 2.9627 4.0469 -0.04 -0.17 0.18
C 2.9030 2.2807 3.5402 0.01 0.27 -0.21
N 6.0578 3.5137 2.0666 -0.03 0.11 0.37
H 4.3746 1.6749 1.2084 0.04 0.04 0.09
H 5.9590 1.0412 0.8037 -0.06 0.09 0.11
H 5.0208 0.2846 2.0941 0.00 0.06 -0.03
H 6.9648 1.7870 2.8132 -0.06 0.10 0.12
H 5.9181 2.6925 4.7325 -0.12 0.06 -0.05
H 5.0729 1.1896 4.4083 -0.14 -0.02 -0.12
H 2.9281 1.2114 3.7669 -0.02 0.06 -0.07
H 2.8187 2.4423 2.4644 -0.06 -0.27 -0.08
H 2.0150 2.7104 4.0067 0.10 -0.13 0.00
H 6.5932 4.1035 2.7018 0.10 -0.06 -0.17
H 5.1247 3.9260 2.0843 0.12 -0.11 -0.15
C -1.2061 -9.0460 -1.3222 0.12 -0.25 -0.08
C -1.7137 -7.8761 -2.1611 -0.07 0.05 0.44
C -1.0150 -6.5381 -1.8428 -0.20 0.08 -0.25
O -1.4460 -5.9219 -0.6319 0.37 -0.10 -0.21
C -0.8474 -6.4480 0.5413 -0.28 0.20 0.10
N -3.1700 -7.7741 -2.0032 0.10 0.35 -0.07
H -1.5983 -9.0354 -0.3037 0.00 0.09 -0.07
H -1.5167 -9.9944 -1.7696 -0.02 0.14 0.04
H -0.1135 -9.0466 -1.2680 -0.06 0.00 0.01
H -1.4990 -8.1141 -3.2084 -0.02 0.15 0.02
H -1.2704 -5.8299 -2.6382 -0.06 -0.03 0.10
H 0.0772 -6.6395 -1.8583 0.02 -0.11 0.14
H 0.1895 -6.7542 0.3724 -0.06 -0.07 -0.05
H -1.4358 -7.2846 0.9206 0.18 -0.14 0.07
H -0.8564 -5.6670 1.3051 -0.01 0.02 -0.12
H -3.5177 -7.0579 -2.6394 -0.02 -0.16 -0.06
H -3.3480 -7.3813 -1.0783 0.00 -0.18 -0.09
```
Forces are in eV/Å.